Entry 1:
Molecular formula: C5H11NO2
Method: DFT, ωB97M-V/def2-TZVPD

Atoms and positions in Å:
C -2.107 -0.401 0.744
C -0.784 -0.999 0.376
N 0.152 -1.106 1.266
C 1.286 -1.922 0.851
H -2.009 0.236 1.626
H -2.468 0.203 -0.093
H -2.827 -1.200 0.933
H -0.726 -1.509 -0.601
H 1.073 -2.980 1.039
H 2.164 -1.642 1.439
H 1.536 -1.789 -0.207
C 0.647 1.375 -1.848
C 0.763 1.610 -0.376
O 1.791 1.474 0.286
O -0.294 2.284 0.126
H 1.036 0.381 -2.082
H 1.220 2.136 -2.384
H -0.399 1.423 -2.164
H -0.053 2.425 1.066

For the frontier orbital gap, the calculation gives 10.63 eV. The calculation puts the total energy at -402.33520 Ha. The calculation puts the energy above the lowest of the compared OMol25 structures with the same formula, charge and spin at 1.169 eV.



Entry 2:
Molecular formula: C35H51BN3O15
Method: DFT, ωB97M-V/def2-TZVPD

Atoms and positions in Å:
C 5.041 -1.820 -3.864
C 4.613 -2.411 -2.733
C 4.319 -1.653 -1.465
C 2.846 -1.205 -1.497
O 2.767 0.050 -0.886
C 1.499 0.775 -0.949
N 1.693 1.815 -0.019
C 1.532 3.089 -0.055
C 0.199 3.788 -0.089
C 2.710 4.002 0.119
B 1.453 1.487 -2.407
N 2.640 1.560 -3.262
O 0.343 2.161 -2.828
C 0.293 -0.205 -0.503
C -1.053 0.315 -1.032
C -1.524 -0.224 -2.357
O -2.677 -0.446 -2.592
O -0.558 -0.431 -3.298
C -1.065 -0.679 -4.615
C -1.478 0.545 -5.370
O -1.109 -1.787 -5.019
C 0.210 -0.037 1.035
C -0.776 -0.882 1.842
O -1.927 -0.513 1.942
C -0.350 -2.078 2.629
C -1.053 -3.271 2.478
C -0.683 -4.375 3.228
C 0.360 -4.289 4.142
C 1.050 -3.098 4.296
C 0.697 -1.992 3.537
N 0.529 -1.616 -0.992
C -0.538 -2.623 -0.708
C -0.886 -3.502 -1.928
C -2.388 -3.785 -2.000
O -2.674 -4.093 -3.344
C -4.040 -3.918 -3.662
C 1.918 -2.181 -0.781
C 2.313 -2.636 0.607
O 2.967 -1.614 1.359
C 3.971 -2.063 2.170
C 5.164 -1.167 2.217
O 3.868 -3.072 2.808
H 4.612 -2.056 -4.832
H 5.866 -1.112 -3.888
H 4.475 -3.493 -2.726
H 4.894 -0.725 -1.515
H 4.560 -2.217 -0.569
H 2.567 -1.242 -2.562
H -0.511 3.164 0.457
H -0.183 3.899 -1.106
H 0.271 4.744 0.426
H 3.616 3.548 -0.271
H 2.831 4.221 1.183
H 2.493 4.952 -0.366
H 2.796 0.739 -3.835
H 3.477 1.764 -2.731
H 0.348 2.247 -3.788
H -1.867 0.118 -0.336
H -1.021 1.402 -1.105
H -0.598 0.921 -5.896
H -2.219 0.225 -6.094
H -1.865 1.306 -4.698
H 1.186 -0.101 1.511
H -0.201 0.961 1.162
H -1.882 -3.343 1.788
H -1.221 -5.307 3.118
H 0.628 -5.149 4.738
H 1.850 -3.034 5.018
H 1.233 -1.064 3.686
H 0.515 -1.525 -2.015
H -1.456 -2.144 -0.371
H -0.236 -3.290 0.090
H -0.337 -4.438 -1.824
H -0.599 -3.043 -2.876
H -2.671 -4.624 -1.358
H -2.921 -2.866 -1.733
H -4.143 -3.966 -4.741
H -4.414 -2.947 -3.322
H -4.655 -4.694 -3.197
H 1.925 -3.086 -1.396
H 1.518 -3.114 1.179
H 3.042 -3.434 0.453
H 6.015 -1.725 2.594
H 4.990 -0.339 2.905
H 5.410 -0.730 1.252
C -2.705 7.072 1.978
C -2.051 8.304 2.573
O -0.689 7.878 2.721
C -0.459 6.882 1.850
O 0.617 6.426 1.610
O -1.609 6.461 1.279
H -3.515 7.301 1.291
H -3.065 6.380 2.739
H -2.077 9.161 1.899
H -2.467 8.593 3.533
C -4.715 0.881 3.044
C -4.805 0.184 4.385
O -5.117 1.267 5.266
C -5.702 2.253 4.542
O -6.222 3.213 5.001
O -5.602 1.989 3.214
H -5.036 0.259 2.213
H -3.713 1.259 2.838
H -5.614 -0.547 4.424
H -3.877 -0.297 4.682

As for the charge: +1. For the frontier orbital gap, the calculation gives 8.88 eV. The calculation puts the total energy at -2681.74715 Ha.



Entry 3:
Molecular formula: C21H31N2O4
Method: DFT, ωB97M-V/def2-TZVPD

Atoms and positions in Å:
C -3.952 1.781 -2.297
C -3.270 0.449 -2.572
O -4.023 -0.606 -1.945
C -3.547 -1.886 -2.235
C -2.394 -2.232 -1.329
C -1.332 -3.061 -1.638
C -0.353 -3.308 -0.691
C 0.777 -4.251 -1.064
O 0.536 -5.249 -1.671
O 2.013 -3.855 -0.737
C -0.440 -2.714 0.578
O 0.522 -2.993 1.464
C 0.835 -1.998 2.468
C 2.228 -2.267 3.031
C 2.203 -2.802 4.476
C 3.105 -1.016 2.896
C 3.463 -0.675 1.445
C 4.556 -1.606 0.910
C 3.902 0.789 1.295
C -1.511 -1.886 0.848
N -2.430 -1.680 -0.110
H -4.958 1.580 -1.927
H -3.398 2.361 -1.565
H -4.026 2.378 -3.201
H -3.214 0.239 -3.642
H -2.254 0.441 -2.162
H -4.362 -2.591 -2.054
H -3.233 -2.007 -3.277
H -1.273 -3.525 -2.612
H 2.001 -3.272 0.038
H 0.768 -1.010 2.003
H 0.087 -2.052 3.263
H 2.677 -3.041 2.401
H 2.828 -3.690 4.567
H 1.204 -3.083 4.806
H 2.612 -2.065 5.168
H 2.601 -0.177 3.384
H 4.031 -1.212 3.442
H 2.560 -0.803 0.829
H 5.333 -1.741 1.664
H 4.192 -2.602 0.643
H 5.007 -1.186 0.012
H 3.684 1.158 0.293
H 4.976 0.891 1.449
H 3.391 1.438 2.007
H -1.648 -1.377 1.790
H -3.204 -1.042 0.062
N -2.439 4.840 -2.340
C -2.586 5.367 -1.126
C -1.858 6.452 -0.664
C -0.921 7.024 -1.509
C -0.755 6.489 -2.776
C -1.536 5.403 -3.141
H -3.333 4.898 -0.493
H -2.027 6.840 0.331
H -0.334 7.875 -1.188
H -0.040 6.905 -3.471
H -1.438 4.965 -4.129

As for the charge: +1. For the frontier orbital gap, the calculation gives 7.16 eV. The calculation puts the total energy at -1229.02504 Ha.



Entry 4:
Molecular formula: CH2BrClS
Method: DFT, ωB97M-V/def2-TZVPD

Atoms and positions in Å:
C -0.054 -0.433 -0.005
S -2.560 1.685 -0.068
Cl -3.671 0.059 -0.294
Br -1.178 -1.853 0.028
H 0.111 0.102 0.910
H 0.371 -0.127 -0.939

For the frontier orbital gap, the calculation gives 5.83 eV. The calculation puts the total energy at -3471.56226 Ha. The calculation puts the energy above the lowest of the compared OMol25 structures with the same formula, charge and spin at 2.823 eV.



Entry 5:
Molecular formula: C35H76Cl2O22P2
Method: DFT, ωB97M-V/def2-TZVPD

Atoms and positions in Å:
C 2.726 1.825 -2.393
Cl 1.824 2.513 -1.035
Cl 4.036 0.793 -1.768
H 2.012 1.270 -3.002
H 3.044 2.658 -3.021
C 0.994 -0.700 -2.993
O 0.092 0.251 -2.350
P -0.342 1.678 -2.960
O 0.728 2.673 -3.239
O -1.291 1.359 -4.237
C -2.478 0.632 -4.133
O -1.462 2.169 -1.838
C -0.926 2.732 -0.611
H 1.886 -0.789 -2.373
H 1.304 -0.381 -3.987
H 0.565 -1.695 -3.114
H -2.833 0.490 -3.112
H -2.269 -0.327 -4.607
H -3.324 1.019 -4.701
H 0.138 2.863 -0.414
H -1.370 2.021 0.086
H -1.374 3.723 -0.538
C 2.887 1.064 2.858
O 2.324 2.339 3.260
P 2.977 3.633 2.566
O 4.443 3.858 2.808
O 2.593 3.421 0.954
C 1.265 3.362 0.469
O 2.072 4.946 2.862
C 2.182 5.639 4.104
H 2.948 0.418 3.734
H 3.862 1.132 2.376
H 2.138 0.607 2.212
H 1.067 4.018 -0.379
H 0.579 3.578 1.288
H 1.054 2.336 0.165
H 3.063 5.375 4.689
H 1.301 5.391 4.696
H 2.246 6.691 3.827
O 5.224 0.034 3.489
C 5.474 1.006 2.805
O 5.460 1.154 1.468
C 5.159 0.057 0.672
C 3.586 -0.075 0.538
C 5.721 2.295 3.505
H 5.556 -0.911 0.977
H 5.522 0.333 -0.318
H 3.070 0.875 0.398
H 3.246 -0.567 1.449
H 3.388 -0.752 -0.293
H 6.745 2.292 3.877
H 5.116 2.410 4.405
H 5.568 3.184 2.892
O -0.294 2.025 1.186
C -1.402 2.381 1.570
O -2.142 3.339 1.103
C -1.635 4.434 0.401
C -1.630 5.679 1.256
C -2.228 1.420 2.386
H -2.277 4.686 -0.443
H -0.647 4.235 -0.013
H -1.329 6.603 0.762
H -0.843 5.463 1.979
H -2.593 5.986 1.665
H -3.237 1.754 2.632
H -1.762 1.070 3.307
H -2.339 0.550 1.739
O -2.652 -4.005 2.288
C -1.798 -4.003 1.429
O -1.938 -4.152 0.094
C -3.193 -4.420 -0.440
C -4.031 -3.157 -0.636
C -0.346 -3.798 1.858
H -3.760 -5.136 0.155
H -3.090 -4.858 -1.433
H -4.352 -2.766 0.329
H -4.959 -3.381 -1.163
H -3.434 -2.443 -1.202
H 0.272 -3.325 1.095
H 0.041 -4.809 1.984
H -0.230 -3.418 2.873
O -1.192 -2.356 -3.375
C -1.771 -3.306 -2.887
O -3.020 -3.561 -2.929
C -3.836 -2.561 -3.506
C -4.345 -1.485 -2.491
C -0.956 -4.458 -2.205
H -4.679 -3.124 -3.905
H -3.358 -1.988 -4.301
H -5.158 -0.899 -2.920
H -3.562 -0.764 -2.251
H -4.639 -1.884 -1.520
H -1.113 -5.418 -2.697
H -1.199 -4.503 -1.143
H 0.110 -4.263 -2.323
O -3.592 -0.534 3.195
C -3.061 -1.054 2.200
O -3.482 -0.981 0.992
C -4.608 -0.152 0.680
C -4.909 -0.259 -0.756
C -1.730 -1.763 2.253
H -4.555 0.894 0.980
H -5.416 -0.636 1.229
H -5.746 0.378 -1.042
H -5.218 -1.255 -1.073
H -4.018 0.041 -1.309
H -1.506 -2.199 1.279
H -1.692 -2.442 3.104
H -0.909 -1.069 2.436
O -2.138 -0.456 0.115
C -1.152 -1.066 -0.311
O 0.104 -0.664 -0.297
C 0.445 0.539 0.396
C 1.976 0.622 0.278
C -1.337 -2.407 -0.964
H 0.018 0.502 1.399
H 0.035 1.454 -0.031
H 2.294 0.804 -0.749
H 2.444 -0.252 0.731
H 2.286 1.523 0.808
H -0.799 -2.500 -1.908
H -2.386 -2.694 -1.031
H -0.916 -3.237 -0.397
O 0.929 -2.642 0.518
C 2.162 -2.608 0.369
O 2.864 -2.570 -0.881
C 2.110 -2.165 -2.063
C 3.024 -1.944 -3.210
C 3.049 -2.669 1.589
H 1.578 -1.245 -1.822
H 1.289 -2.868 -2.207
H 3.834 -1.258 -2.960
H 2.361 -1.650 -4.023
H 3.468 -2.875 -3.565
H 3.252 -3.644 2.033
H 2.664 -2.041 2.392
H 4.017 -2.259 1.301

For the frontier orbital gap, the calculation gives 7.07 eV. The calculation puts the total energy at -4635.09910 Ha.



Entry 6:
Molecular formula: C25H48Cl3N4O3PmSSi
Method: DFT, ωB97M-V/def2-TZVPD

Atoms and positions in Å:
C -1.863 -1.395 -4.120
C -0.795 -2.465 -4.180
H -1.501 -0.480 -4.621
H -2.168 -1.145 -3.093
H -2.781 -1.720 -4.639
C -0.324 -2.920 -5.356
C -0.609 -2.377 -6.713
H 0.245 -3.846 -5.341
H -0.506 -1.272 -6.698
H -1.617 -2.668 -7.071
H 0.104 -2.815 -7.436
Pm -1.086 -1.287 -0.041
Cl -3.525 -0.996 0.698
Cl -1.171 -3.957 0.428
C 0.668 -1.959 2.331
O 0.696 -1.105 1.380
N 1.659 -2.024 3.197
C 2.712 -1.004 3.125
C 1.811 -3.154 4.098
H -0.215 -2.625 2.444
H 2.283 -0.013 3.300
H 3.220 -1.032 2.156
H 3.452 -1.202 3.895
H 0.912 -3.247 4.717
H 2.689 -2.979 4.718
H 1.965 -4.072 3.519
H -2.248 4.576 -0.779
H -0.349 2.437 -3.234
C -1.177 4.369 -0.650
C 0.009 3.155 -2.482
N -0.855 3.105 -1.294
H -0.977 4.289 0.424
C -1.219 1.948 -0.763
O -0.827 0.822 -1.202
H 1.059 2.951 -2.206
H -1.904 1.986 0.095
H -0.546 5.121 -1.142
H -0.099 4.173 -2.874
O -0.464 -2.063 -1.855
C -0.317 -3.034 -2.836
C 2.048 -3.712 -3.850
C 0.986 -3.891 -2.954
H 2.055 -2.875 -4.534
C 3.116 -4.618 -3.921
H -1.065 -3.778 -2.504
C 1.047 -5.027 -2.140
H 3.979 -4.402 -4.556
C 3.083 -5.791 -3.177
C 2.029 -6.009 -2.279
H 0.269 -5.166 -1.379
H 3.906 -6.498 -3.256
H 1.997 -6.926 -1.676
Si 3.202 -0.917 -2.223
Cl 2.112 -0.600 -3.921
C 4.927 -1.244 -2.691
C 2.816 -2.316 -0.973
C 2.598 0.603 -1.343
H 5.302 -1.859 -1.846
H 5.389 -0.242 -2.758
H 4.905 -1.820 -3.637
H 1.561 0.817 -1.686
H 3.303 1.410 -1.615
H 2.576 0.415 -0.256
H 3.002 -3.360 -1.257
H 1.832 -2.343 -0.482
H 3.514 -2.115 -0.138
C -3.884 7.351 4.518
C -3.820 5.868 4.201
N -2.408 5.431 4.160
C -2.131 4.106 3.908
S -1.056 3.533 2.724
N -2.769 3.219 4.725
C -2.885 3.468 6.185
C -3.823 2.437 6.810
H -3.341 7.584 5.442
H -4.940 7.603 4.650
H -3.466 7.932 3.688
H -4.345 5.281 4.962
H -4.321 5.653 3.240
H -1.828 6.012 3.555
H -2.504 2.254 4.514
H -1.880 3.398 6.653
H -3.263 4.494 6.303
H -3.367 1.440 6.798
H -4.025 2.721 7.848
H -4.774 2.402 6.268

Its multiplicity is 5. Its expectation value of S² is 6.006. For the frontier orbital gap (alpha / beta), the calculation gives 7.68 / 7.69 eV. The calculation puts the total energy at -4102.96241 Ha. The calculation puts the energy above the lowest of the compared OMol25 structures with the same formula, charge and spin at 2.419 eV.



Entry 7:
Molecular formula: C2H2CoLiO2
Method: DFT, ωB97M-V/def2-TZVPD

Atoms and positions in Å:
O -0.151 0.999 -0.879
C 0.374 0.638 0.343
C -0.043 -0.566 0.813
O -1.025 -1.205 0.134
Li 0.891 -0.113 -1.971
Co -1.857 0.249 -0.691
H 1.312 1.103 0.654
H 0.499 -1.105 1.596

Its multiplicity is 4. As for the charge: +1. Its expectation value of S² is 3.765. For the frontier orbital gap (alpha / beta), the calculation gives 7.35 / 6.99 eV. The calculation puts the total energy at -1617.89151 Ha. The calculation puts the energy above the lowest of the compared OMol25 structures with the same formula, charge and spin at 0.000 eV.



Entry 8:
Molecular formula: C5H4N4O2
Method: DFT, ωB97M-V/def2-TZVPD

Atoms and positions in Å:
C -1.639 -1.287 0.076
C -0.108 2.034 -0.032
C 1.217 1.594 -0.048
C -1.157 -0.127 0.001
C 1.193 -0.847 -0.075
N -1.616 -2.515 0.115
N -1.208 1.175 -0.038
N 1.757 0.319 -0.036
N 1.215 -2.040 -0.264
O -2.285 1.811 -0.037
O 3.006 0.124 0.258
H -0.406 3.102 -0.236
H 2.048 2.259 0.091
H -2.559 -2.919 0.245
H 0.541 -2.681 -0.021

For the frontier orbital gap (alpha / beta), the calculation gives 6.46 / 6.46 eV. The calculation puts the total energy at -562.08922 Ha. The calculation puts the energy above the lowest of the compared OMol25 structures with the same formula, charge and spin at 10.111 eV.



Entry 9:
Molecular formula: C12H29HgN4O5
Method: DFT, ωB97M-V/def2-TZVPD

Atoms and positions in Å:
Hg -2.841 1.926 4.978
O -0.184 0.291 2.546
H 0.145 0.096 1.647
C 2.119 7.297 -0.061
O 2.355 8.456 -0.143
N 0.995 6.753 -0.543
C 0.603 5.391 -0.286
C 0.000 7.593 -1.181
H 2.794 6.592 0.448
H 1.456 4.718 -0.185
H 0.145 4.877 -1.131
H -0.069 5.432 0.571
H -0.572 7.066 -1.945
H -0.745 7.878 -0.439
H 0.402 8.454 -1.715
C -6.604 -3.157 2.763
O -5.891 -2.184 2.888
N -6.448 -3.933 1.660
C -7.451 -4.998 1.447
C -5.418 -3.858 0.676
H -7.471 -3.406 3.395
H -8.303 -4.935 2.124
H -6.945 -5.917 1.745
H -7.759 -5.220 0.426
H -5.656 -3.260 -0.204
H -4.551 -3.335 1.081
H -5.152 -4.899 0.492
C 5.484 -0.814 3.244
O 6.366 0.066 3.161
N 5.707 -2.165 3.395
C 4.550 -3.079 3.408
C 7.051 -2.748 3.357
H 4.408 -0.580 3.226
H 4.734 -3.782 2.595
H 3.595 -2.604 3.186
H 4.397 -3.618 4.342
H 7.842 -2.065 3.670
H 7.095 -3.626 4.002
H 7.366 -3.142 2.391
C -1.116 -0.063 -5.755
O -1.213 0.574 -6.754
N 0.050 -0.480 -5.176
C 0.013 -1.308 -3.936
C 1.341 -0.005 -5.779
H -1.990 -0.284 -5.122
H -0.969 -1.520 -3.513
H 0.586 -0.794 -3.164
H 0.586 -2.220 -4.109
H 2.203 -0.670 -5.813
H 1.247 0.422 -6.778
H 1.714 0.787 -5.131

As for the charge: +1. For the frontier orbital gap, the calculation gives 1.60 eV. The calculation puts the total energy at -1222.69393 Ha.